Record 1
Molecular formula: C17H25FHfNO
Method: DFT, ωB97M-V with the def2-TZVPD basis set

Structure (XYZ):
```
46
Properties=species:S:1:pos:R:3:mulliken_charge:R:1
C 2.774 -0.745 -0.155 -1.30
C 2.555 0.530 0.660 -0.73
N 1.403 1.335 0.163 0.42
C 1.066 2.435 1.108 -1.35
C -0.325 2.706 0.638 -0.88
C -0.796 1.302 0.381 1.62
C -1.878 1.115 -0.646 -0.69
C -2.815 2.313 -0.734 -0.61
F -3.485 2.399 0.465 -0.28
C -1.055 0.570 1.656 -1.19
C -1.259 -0.967 1.835 -1.63
C -0.745 -2.026 0.899 0.05
C -1.589 -2.721 0.033 -0.94
C -1.083 -3.778 -0.735 0.24
C 0.254 -4.172 -0.713 -0.84
C 1.084 -3.477 0.137 -0.55
C 0.587 -2.444 0.940 -0.43
C 1.762 1.898 -1.172 0.50
C 0.948 1.490 -2.358 -1.17
O 2.699 2.626 -1.236 -0.42
H 2.953 -1.591 0.499 0.38
H 3.603 -0.642 -0.845 0.42
H 1.883 -0.949 -0.751 0.39
H 3.439 1.159 0.579 0.49
H 2.341 0.313 1.701 0.55
H 1.728 3.287 0.969 0.51
H 1.142 2.128 2.142 0.43
H -0.287 3.294 -0.275 0.54
H -1.005 3.187 1.343 0.47
H -1.455 0.902 -1.628 0.36
H -2.464 0.240 -0.364 0.17
H -3.535 2.112 -1.525 0.44
H -2.323 3.250 -0.973 0.39
H -0.248 0.840 2.326 0.37
H -1.979 1.041 2.003 0.49
H -2.323 -1.156 1.958 0.54
H -0.814 -1.176 2.805 0.50
H -2.649 -2.446 0.034 0.95
H -1.786 -4.384 -1.357 0.79
H 0.613 -4.992 -1.315 0.56
H 2.125 -3.752 0.199 0.52
H 1.255 -1.964 1.638 0.81
H 0.277 2.309 -2.613 0.32
H 1.613 1.296 -3.191 0.46
H 0.347 0.617 -2.133 0.19
Hf -2.553 -3.312 -2.392 1.14
```

Calculated values
Highest occupied orbital energy ... -18.8 eV
Net charge ... +3
Spin multiplicity ... 1

=====

Record 2
Molecular formula: C28H31BrN5O7
Method: DFT, ωB97M-V with the def2-TZVPD basis set

Structure (XYZ):
```
72
Properties=species:S:1:pos:R:3:mulliken_charge:R:1
C 0.549 0.184 -0.267 -1.64
C 0.510 -1.314 -0.632 1.23
C 1.800 -1.663 -1.382 -1.81
C 0.259 -2.155 0.656 0.90
C 1.398 -3.110 1.028 -2.02
C -1.040 -3.007 0.645 -1.27
O -1.920 -2.787 -0.489 -0.30
C -2.605 -1.688 -0.607 0.61
C -2.730 -0.720 0.426 -0.51
N -3.376 0.400 0.301 -0.68
N -3.932 0.630 -0.876 0.26
C -3.903 -0.201 -1.913 -0.22
C -3.252 -1.400 -1.819 0.11
Br -3.238 -2.520 -3.298 0.03
H 0.442 0.814 -1.148 0.22
H 1.495 0.409 0.233 0.48
H -0.235 0.434 0.454 0.41
H -0.295 -1.431 -1.357 -0.17
H 1.779 -1.163 -2.351 0.44
H 1.892 -2.729 -1.588 0.40
H 2.681 -1.301 -0.852 0.36
H 0.180 -1.453 1.491 0.37
H 1.540 -3.873 0.264 0.46
H 2.330 -2.568 1.181 0.43
H 1.165 -3.616 1.968 0.47
H -1.611 -2.885 1.569 0.37
H -0.805 -4.067 0.572 0.65
H -2.269 -0.884 1.392 0.70
H -4.407 1.521 -0.954 0.26
H -4.397 0.111 -2.823 0.47
C 4.012 5.482 -1.759 -0.54
C 2.852 5.779 -2.462 -0.53
C 2.062 4.758 -2.965 -0.41
C 2.456 3.450 -2.743 0.21
C 3.607 3.128 -2.045 -0.29
C 4.389 4.160 -1.553 -0.50
N 1.622 2.362 -3.272 1.00
O 0.625 2.657 -3.901 -0.64
O 1.968 1.217 -3.044 -0.55
H 4.630 6.282 -1.371 0.48
H 2.563 6.808 -2.625 0.40
H 1.162 4.969 -3.522 0.47
H 3.887 2.096 -1.899 0.48
H 5.297 3.941 -1.008 0.43
C 2.309 4.813 4.227 -0.43
C 2.320 6.134 3.799 -0.43
C 3.282 6.566 2.899 -0.47
C 4.215 5.653 2.445 0.22
C 4.227 4.334 2.857 -0.31
C 3.261 3.917 3.759 -0.51
N 5.236 6.105 1.483 1.05
O 5.221 7.271 1.150 -0.60
O 6.027 5.279 1.070 -0.60
H 1.559 4.483 4.932 0.39
H 1.582 6.832 4.168 0.38
H 3.311 7.590 2.559 0.47
H 4.979 3.654 2.485 0.46
H 3.257 2.891 4.101 0.39
C -5.066 -4.922 -0.903 -0.26
C -6.225 -5.657 -0.693 -0.65
C -6.172 -6.794 0.099 -0.41
C -4.962 -7.163 0.657 0.02
C -3.794 -6.456 0.448 -0.54
C -3.857 -5.324 -0.347 0.17
N -4.914 -8.365 1.516 1.02
O -5.943 -8.985 1.668 -0.60
O -3.844 -8.648 2.014 -0.60
H -5.067 -4.017 -1.501 0.17
H -7.163 -5.351 -1.135 0.40
H -7.054 -7.387 0.285 0.48
H -2.869 -6.793 0.891 0.47
H -2.996 -4.719 -0.584 0.35
```

Calculated values
Highest occupied orbital energy ... -11.9 eV
Net charge ... +1
Spin multiplicity ... 1

=====

Record 3
Molecular formula: C4H9NO
Method: DFT, ωB97M-V with the def2-TZVPD basis set

Structure (XYZ):
```
15
Properties=species:S:1:pos:R:3:mulliken_charge:R:1
C -0.321 -0.104 -1.971 -0.90
C -0.467 1.243 -1.321 -0.07
C -1.109 1.455 -0.172 -0.74
C 0.351 -0.984 1.468 -0.32
O 1.290 -0.087 1.124 -0.43
N 0.872 -1.747 2.429 -0.17
H 0.719 -0.296 -2.262 0.29
H -0.922 -0.153 -2.887 0.33
H -0.644 -0.901 -1.294 0.26
H 0.878 0.492 0.462 0.41
H -0.026 2.090 -1.849 0.28
H -1.204 2.450 0.254 0.26
H -1.539 0.626 0.389 0.33
H 1.810 -1.605 2.798 0.20
H 0.311 -2.478 2.831 0.27
```

Calculated values
Highest occupied orbital energy ... -8.7 eV
Energy above the lowest of the compared OMol25 structures with the same formula, charge and spin ... 256.5 kJ/mol
Net charge ... 0
Spin multiplicity ... 1

=====

Record 4
Molecular formula: CH5N2PS
Method: DFT, ωB97M-V with the def2-TZVPD basis set

Structure (XYZ):
```
10
Properties=species:S:1:pos:R:3:mulliken_charge:R:1
N 1.489 -1.044 0.873 -0.37
C 1.383 0.054 1.251 0.41
S 1.516 1.282 2.151 -0.36
H 1.359 -1.548 0.050 0.30
N -0.437 0.744 -0.430 -0.42
P -0.973 -0.756 -0.946 -0.08
H 0.462 1.001 -0.619 0.26
H -1.101 1.422 -0.226 0.19
H -1.568 -0.301 -2.013 0.02
H -2.130 -0.853 -0.090 0.04
```

Calculated values
Highest occupied orbital energy ... -9.1 eV
Energy above the lowest of the compared OMol25 structures with the same formula, charge and spin ... 126.9 kJ/mol
Net charge ... 0
Spin multiplicity ... 1

=====

Record 5
Molecular formula: C3H4N2O
Method: DFT, ωB97M-V with the def2-TZVPD basis set

Structure (XYZ):
```
10
Properties=species:S:1:pos:R:3:mulliken_charge:R:1
N 1.737 -0.080 -0.252 -0.50
C 0.522 0.376 0.047 0.58
C -0.603 1.003 -0.287 -0.64
C -1.458 -0.167 0.024 -0.09
N -1.101 -0.969 0.973 -0.34
O 0.144 -0.592 1.342 -0.32
H 1.857 -0.807 0.443 0.32
H 2.042 -0.326 -1.186 0.27
H -0.932 2.027 -0.478 0.36
H -2.184 -0.515 -0.688 0.36
```

Calculated values
Highest occupied orbital energy ... -8.3 eV
Energy above the lowest of the compared OMol25 structures with the same formula, charge and spin ... 503.6 kJ/mol
Net charge ... 0
Spin multiplicity ... 1

=====

Record 6
Molecular formula: C3H4N
Method: DFT, ωB97M-V with the def2-TZVPD basis set

Structure (XYZ):
```
8
Properties=species:S:1:pos:R:3:mulliken_charge:R:1
C -2.453 0.079 -0.041 0.12
C 1.351 -0.446 -0.011 -0.61
C 2.323 0.251 -0.063 -0.11
N -1.339 -0.092 -0.085 0.11
H -3.481 0.373 0.259 0.36
H -0.266 0.054 0.033 0.35
H 0.755 -1.343 -0.004 0.41
H 3.109 1.124 -0.089 0.37
```

Calculated values
Highest occupied orbital energy ... -15.6 eV
Energy above the lowest of the compared OMol25 structures with the same formula, charge and spin ... 205.7 kJ/mol
Net charge ... +1
Spin multiplicity ... 1